[1]
Computed, not measured: 5 unconnected molecules or ions with the total composition C24H51BF5IO11S2, with ωB97M-V/def2-TZVPD.

```
95
Properties=species:S:1:pos:R:3:mulliken_charge:R:1
O -6.2890 -0.6237 -1.9395 -0.523
S -6.4057 -1.8155 -2.7281 0.565
O -5.3675 -1.7036 -3.9687 -0.193
C -4.0549 -1.2109 -3.6976 -0.276
C -3.4905 -0.6811 -5.0188 -1.481
B -3.5654 -1.7005 -6.2229 0.724
O -2.3814 -2.0243 -6.8281 -0.524
O -4.7392 -2.2648 -6.7041 -0.572
C -3.1012 -2.2743 -3.1065 0.043
C -2.5210 -1.7569 -1.7900 0.634
F -3.4525 -1.3645 -0.9045 -0.276
F -1.7773 -0.6505 -2.1047 -0.290
C -1.5382 -2.7224 -1.0742 0.389
F -0.6686 -2.0107 -0.3193 -0.194
F -2.2087 -3.5810 -0.2695 -0.265
F -0.8273 -3.4369 -1.9921 -0.280
C -3.6082 -3.7193 -3.0780 -1.438
C -4.9874 -4.0251 -2.4382 -0.303
I -6.3439 -4.9189 -3.9294 0.198
C -4.8255 -5.0505 -1.3098 -0.803
S -4.2685 -6.7063 -1.7588 1.007
O -3.2083 -7.0413 -0.8490 -0.615
O -5.3818 -7.5937 -1.8712 -0.574
O -5.5582 -2.9265 -1.7989 -0.364
H -4.1055 -0.3683 -3.0202 0.811
H -2.4432 -0.4562 -4.8416 0.455
H -3.9640 0.2630 -5.2644 0.268
H -2.5665 -2.5125 -7.6302 0.309
H -4.7002 -3.2173 -6.6367 0.284
H -2.2390 -2.2945 -3.7614 0.866
H -3.6390 -4.0587 -4.1063 0.721
H -2.8758 -4.3517 -2.5957 0.698
H -4.1341 -4.6758 -0.5684 0.306
H -5.7883 -5.2235 -0.8437 0.536
H -3.7005 -6.5154 -2.9769 0.140
C 1.7898 -0.0691 -2.0100 -0.030
C 2.1316 0.5591 -3.3500 -0.639
O 1.1766 1.5056 -3.7949 -0.456
C 0.9768 2.6088 -2.9314 -0.069
C 2.2245 3.4464 -2.7067 -1.070
H 0.7775 -0.4720 -2.0231 -0.015
H 2.4875 -0.8747 -1.7769 0.252
H 1.8449 0.6583 -1.1979 -0.116
H 2.1545 -0.2101 -4.1225 0.375
H 3.1322 1.0045 -3.3203 0.370
H 0.5598 2.2736 -1.9745 0.082
H 0.2125 3.2218 -3.4099 0.417
H 2.9848 2.8961 -2.1499 0.172
H 1.9818 4.3411 -2.1331 0.414
H 2.6602 3.7437 -3.6615 0.326
C 3.6325 2.9127 1.8801 -1.145
C 2.7595 4.1262 2.1523 0.168
O 1.7241 4.3095 1.2031 -0.459
C 0.7815 3.2588 1.1156 0.276
C 0.0141 3.0187 2.4037 -1.287
H 4.0076 2.9347 0.8559 0.229
H 4.4808 2.9011 2.5645 0.444
H 3.0864 1.9778 2.0155 0.266
H 3.3644 5.0310 2.0925 0.357
H 2.3506 4.0863 3.1686 -0.096
H 1.2654 2.3362 0.7721 -0.107
H 0.0843 3.5569 0.3316 0.353
H 0.6615 2.6336 3.1936 0.298
H -0.7811 2.2903 2.2431 0.475
H -0.4281 3.9498 2.7592 0.247
C 0.6985 6.8292 5.4668 -1.199
C 0.4735 5.3349 5.6216 0.418
O 1.4510 4.6863 6.4137 -0.385
C 1.5431 5.1223 7.7564 -0.343
C 0.2706 4.9137 8.5603 -1.033
H 1.7126 7.0274 5.1182 0.305
H -0.0072 7.2417 4.7456 0.397
H 0.5590 7.3625 6.4085 0.344
H 0.5361 4.8575 4.6448 -0.415
H -0.5319 5.1308 6.0079 0.317
H 1.8585 6.1710 7.7997 0.296
H 2.3495 4.5331 8.1928 0.326
H -0.5408 5.5545 8.2120 0.264
H 0.4482 5.1478 9.6101 0.395
H -0.0645 3.8789 8.4827 0.291
C 6.2280 -3.8739 1.0620 -1.065
C 5.3543 -2.6536 1.2992 -0.337
O 4.3025 -2.5110 0.3639 -0.373
C 3.3577 -3.5645 0.3327 -0.090
C 2.6126 -3.7587 1.6426 -1.170
H 6.5857 -3.8923 0.0321 0.293
H 7.0879 -3.8548 1.7317 0.391
H 5.6876 -4.8040 1.2447 0.269
H 5.9552 -1.7505 1.1921 0.300
H 4.9619 -2.6528 2.3224 0.314
H 3.8327 -4.4993 0.0142 0.295
H 2.6450 -3.2908 -0.4463 0.160
H 3.2697 -4.1201 2.4351 0.339
H 1.8152 -4.4914 1.5157 0.388
H 2.1755 -2.8165 1.9753 0.293
```

Values from the calculation:
net charge = 0
DFT total energy = -3390.93693 Ha
highest occupied orbital energy = -9.56 eV
frontier orbital gap = 0.33586 Ha

---

[2]
Computed, not measured: a molecular structure, C24H51FO6SbZr, with ωB97M-V/def2-TZVPD.

```
84
Properties=species:S:1:pos:R:3:mulliken_charge:R:1
Zr -0.9742 0.0817 1.3785 0.818
C -2.5217 2.6946 0.1802 -0.606
C -3.4437 1.5288 0.0445 -0.722
O -2.5768 0.3790 -0.2183 0.791
C -3.3222 -0.7887 -0.6904 -0.633
C -3.8860 -1.4936 0.5033 -1.034
O -2.7807 -1.8200 1.3592 -0.203
C -2.4667 -3.2199 1.4687 -1.157
C -1.2610 -3.4354 0.6114 -0.821
O -0.2827 -2.4536 1.0396 1.067
C 0.6082 -3.0144 2.0188 -0.841
C 1.4428 -1.8733 2.4867 -0.632
O 0.5355 -0.7584 2.7613 0.145
C 0.0158 -0.6441 4.1331 -0.502
C 0.1856 0.8164 4.4012 -0.770
O -0.2378 1.4767 3.1739 -0.204
C -1.0473 2.6431 3.4407 -0.747
C -1.1826 3.3310 2.1266 -0.872
O -1.4823 2.3048 1.1274 0.109
H -3.0599 3.5630 0.5618 0.725
H -2.0195 2.9636 -0.7412 -0.092
H -4.1233 1.6528 -0.8020 0.562
H -4.0104 1.3347 0.9577 0.325
H -2.5919 -1.3968 -1.2269 -0.056
H -4.0746 -0.4377 -1.4000 0.661
H -4.4224 -2.3947 0.1985 0.554
H -4.5764 -0.8726 1.0780 0.299
H -3.3187 -3.8263 1.1599 0.499
H -2.2783 -3.4230 2.5249 0.332
H -1.4668 -3.2451 -0.4429 0.398
H -0.8350 -4.4366 0.6961 0.575
H 1.2367 -3.7826 1.5559 0.499
H 0.0359 -3.4718 2.8327 0.341
H 2.1103 -1.4831 1.7213 -0.178
H 2.0135 -2.0752 3.3941 0.641
H 0.5789 -1.2965 4.8009 0.674
H -1.0323 -0.9646 4.1325 0.138
H 1.2239 1.0994 4.5840 0.302
H -0.4431 1.1491 5.2289 0.575
H -0.5205 3.2892 4.1482 0.616
H -2.0001 2.3201 3.8679 0.402
H -0.2766 3.8438 1.8067 0.283
H -2.0082 4.0412 2.1536 0.633
F -2.4915 0.3262 2.5160 -0.476
C -0.8348 0.0075 -3.6686 -1.517
C 0.1036 1.0386 -3.0361 1.581
C -0.6969 2.3019 -2.7474 -1.721
C 1.1831 1.4002 -4.0670 -1.641
Sb 0.8732 0.1617 -1.1746 1.559
C 1.8280 -1.7003 -1.9052 1.903
C 0.7662 -2.7925 -2.0546 -1.652
C 2.4827 -1.4603 -3.2685 -2.015
C 2.9109 -2.2323 -0.9736 -1.961
C 2.4425 1.4814 -0.3743 1.531
C 3.2010 0.7923 0.7567 -1.629
C 1.7735 2.7086 0.2317 -1.489
C 3.4217 1.9334 -1.4561 -1.626
H -1.2690 0.4402 -4.5734 0.521
H -1.6640 -0.2586 -3.0104 -0.021
H -0.3224 -0.8981 -3.9784 0.311
H -0.8231 2.8596 -3.6775 0.554
H -0.2315 2.9853 -2.0370 0.346
H -1.7000 2.0378 -2.4154 0.126
H 0.6441 1.8441 -4.9084 0.561
H 1.7320 0.5543 -4.4596 0.297
H 1.8945 2.1480 -3.7283 0.332
H -0.1343 -2.4802 -2.5801 0.321
H 0.4895 -3.2055 -1.0859 0.086
H 1.1995 -3.6089 -2.6380 0.531
H 1.7592 -1.3682 -4.0724 0.415
H 3.0729 -2.3553 -3.4858 0.565
H 3.1653 -0.6132 -3.3009 0.358
H 2.5672 -2.3844 0.0457 0.214
H 3.8111 -1.6237 -0.9644 0.428
H 3.2071 -3.2141 -1.3522 0.538
H 2.5462 0.5393 1.5993 -0.056
H 3.9371 1.5002 1.1465 0.590
H 3.7451 -0.0996 0.4622 0.307
H 1.1831 2.4578 1.1203 -0.209
H 1.1344 3.2593 -0.4605 0.372
H 2.5512 3.3952 0.5780 0.516
H 3.8905 1.1151 -2.0006 0.284
H 4.2243 2.4916 -0.9655 0.545
H 2.9634 2.6108 -2.1724 0.427
```

Values from the calculation:
net charge = +3
DFT total energy = -1782.74907 Ha
highest occupied orbital energy = -17.26 eV
frontier orbital gap = 0.27904 Ha

---

> Among the records above, which one has the lowest frontier orbital gap?

C24H51FO6SbZr

---

> Which value of DFT total energy does entry 2 give?

-1782.74907 Ha

---

> What is the formula in the second record?

C24H51FO6SbZr

---

> net charge of number 2 (C24H51FO6SbZr)?

+3